Record 1
Here is an isolated molecule of C3H4N2O in a non-equilibrium geometry from the OMol25 dataset. Energies are from ωB97M-V/def2-TZVPD.

Output
Relative energy (zero: lowest compared OMol25 entry of this formula, charge and spin): 270.5 kJ/mol
Kohn-Sham gap: 9.80 eV
SMILES string: On1ccnc1
HOMO energy: -9.2 eV
Strongest force on any atom: 2.42 eV/Å
E_LUMO: 0.62 eV
Electronic energy: -301.38421 a.u.

Structure (ORCA input):
```
! RIJCOSX wB97M-V def2-TZVPD def2/J DEFGRID3
* xyz 0 1
O -0.45701 -0.10371 -1.92386
N -0.19114 0.13052 -0.63177
C -0.18844 -0.85707 0.33655
C 0.30271 -0.20727 1.41849
N 0.69567 1.05204 1.11280
C 0.35528 1.23547 -0.13877
H -0.70677 -1.02479 -1.95256
H -0.83975 -1.72380 0.06695
H 0.40929 -0.64377 2.43213
H 0.62015 2.14238 -0.71996
*
```

Atom charges from the Mulliken analysis, given in e for atoms 1 to 4: number 1, O, carries -0.40; number 2, N, carries 0.24; number 3, C, carries -0.05; number 4, C, carries -0.41

=====

Record 2
Here is the ion C3H3N2O with charge +1 in a non-equilibrium geometry from the OMol25 dataset. Energies are from ωB97M-V/def2-TZVPD.

Output
Relative energy (zero: lowest compared OMol25 entry of this formula, charge and spin): 493.1 kJ/mol
Kohn-Sham gap: 7.99 eV
SMILES string: N#CCC=[N+]=O
HOMO energy: -16.7 eV
Strongest force on any atom: 6.15 eV/Å
E_LUMO: -8.68 eV
Electronic energy: -300.38159 a.u.

Structure (ORCA input):
```
! RIJCOSX wB97M-V def2-TZVPD def2/J DEFGRID3
* xyz 1 1
N -1.69326 2.07610 0.60282
C -0.83979 1.30818 0.65986
C 0.40709 0.51850 0.46377
C 0.43087 -0.82788 -0.39364
N -0.52317 -1.48400 -0.66642
O -1.26152 -2.15872 -1.20239
H 0.82145 0.39819 1.38106
H 1.21153 1.16354 -0.19473
H 1.44678 -0.99392 -0.65034
*
```

Atom charges from the Mulliken analysis, given in e for atoms 1 to 4: number 1, N, carries -0.21; number 2, C, carries 0.10; number 3, C, carries -0.33; number 4, C, carries -0.08

=====

Record 3
Here is the ion C6H3F3NO with charge -1 in a non-equilibrium geometry from the OMol25 dataset. Energies are from ωB97M-V/def2-TZVPD.

Output
Relative energy (zero: lowest compared OMol25 entry of this formula, charge and spin): 18.0 kJ/mol
Kohn-Sham gap: 7.58 eV
HOMO energy: -3.5 eV
Strongest force on any atom: 4.43 eV/Å
E_LUMO: 4.05 eV
Electronic energy: -659.95538 a.u.

Structure (ORCA input):
```
! RIJCOSX wB97M-V def2-TZVPD def2/J DEFGRID3
* xyz -1 1
C 0.40291 0.88063 0.71448
C 0.33211 0.28289 -0.57644
C -1.44319 -1.28175 -0.03973
C -0.69038 1.01286 1.47264
C -2.08624 -1.03459 1.06814
C -0.65838 1.95992 2.63261
N -0.43311 -0.71690 -0.86132
O -3.04893 -1.02605 1.76440
F -1.70832 2.88977 2.47051
F -0.90696 1.26825 3.78152
F 0.39522 2.71552 2.94204
H 1.47708 1.33691 1.01359
H 1.03490 0.66324 -1.36515
H -1.44095 -2.37915 0.00499
*
```

Atom charges from the Mulliken analysis, given in e for atoms 1 to 4: number 1, C, carries 0.15; number 2, C, carries 0.00; number 3, C, carries -0.51; number 4, C, carries -1.13

=====

Record 4
Here is an isolated molecule of C18H18N2O5S in a non-equilibrium geometry from the OMol25 dataset. Energies are from ωB97M-V/def2-TZVPD.

Output
Relative energy (zero: lowest compared OMol25 entry of this formula, charge and spin): 197.7 kJ/mol
Kohn-Sham gap: 8.79 eV
SMILES string: CCCOc1ccc(S(=O)(=O)NNC(=O)c2cc3ccccc3o2)cc1
HOMO energy: -9.0 eV
Strongest force on any atom: 1.14 eV/Å
E_LUMO: -0.17 eV
Electronic energy: -1580.58442 a.u.

Structure (ORCA input):
```
! RIJCOSX wB97M-V def2-TZVPD def2/J DEFGRID3
* xyz 0 1
C -3.31359 -2.70437 -1.10808
C -1.88710 -3.12020 -0.77267
C -1.44603 -2.51543 0.56181
O -0.11009 -2.83526 0.90673
C 0.90514 -2.08628 0.43368
C 0.78578 -1.08241 -0.52796
C 1.89686 -0.33887 -0.88391
C 3.11824 -0.59715 -0.29625
S 4.44816 0.55584 -0.56873
O 4.16867 1.31659 -1.75249
O 5.72925 -0.05005 -0.39876
N 4.24772 1.69351 0.70846
N 2.96456 2.23983 0.62989
C 1.94398 1.60418 1.29498
O 2.17550 0.82849 2.20177
C 0.59175 1.96462 0.84554
C 0.14803 2.83461 -0.11193
C -1.26075 2.65172 -0.19309
C -2.28785 3.20363 -0.96061
C -3.56648 2.73427 -0.76467
C -3.84310 1.73785 0.17702
C -2.84861 1.17928 0.95296
C -1.55675 1.64730 0.75456
O -0.43198 1.24398 1.37605
C 3.26364 -1.61210 0.63326
C 2.16517 -2.36282 0.98401
H -3.38873 -1.62149 -1.18933
H -4.00040 -3.03757 -0.33366
H -3.62262 -3.14263 -2.05315
H -1.21050 -2.79854 -1.56647
H -1.81940 -4.20712 -0.70407
H -1.58944 -1.42881 0.55959
H -2.04759 -2.94035 1.37084
H -0.16191 -0.85395 -0.98860
H 1.82775 0.44337 -1.62439
H 4.35991 1.25680 1.62021
H 2.82156 2.68315 -0.26731
H 0.73356 3.52586 -0.68301
H -2.07631 3.97382 -1.68571
H -4.37957 3.14117 -1.34651
H -4.86095 1.40041 0.29966
H -3.05629 0.41772 1.68737
H 4.23336 -1.78917 1.06997
H 2.23744 -3.15342 1.71298
*
```

Atom charges from the Mulliken analysis, given in e for atoms 1 to 4: number 1, C, carries -1.26; number 2, C, carries -0.16; number 3, C, carries -0.27; number 4, O, carries -0.44

=====

Record 5
Here is an isolated molecule of C2H2Cl2S in a non-equilibrium geometry from the OMol25 dataset. Energies are from ωB97M-V/def2-TZVPD.

Output
Relative energy (zero: lowest compared OMol25 entry of this formula, charge and spin): 56.5 kJ/mol
Kohn-Sham gap: 8.55 eV
SMILES string: S=CC(Cl)Cl
HOMO energy: -9.4 eV
Strongest force on any atom: 3.22 eV/Å
E_LUMO: -0.82 eV
Electronic energy: -1395.93434 a.u.

Structure (ORCA input):
```
! RIJCOSX wB97M-V def2-TZVPD def2/J DEFGRID3
* xyz 0 1
S 2.06194 0.25685 -0.21514
C 0.71151 -0.10571 0.54651
C -0.53831 0.00682 -0.33641
Cl -1.56915 -1.43415 -0.06420
Cl -1.20832 1.58053 -0.05244
H 0.65766 -0.38746 1.53915
H -0.11533 0.08312 -1.41747
*
```

Atom charges from the Mulliken analysis, given in e for atoms 1 to 4: number 1, S, carries -0.20; number 2, C, carries -0.26; number 3, C, carries 0.08; number 4, Cl, carries -0.16